Formula: C5H8O
Source: OMol25
Level of theory: ωB97M-V with the def2-TZVPD basis set

- Relative energy (zero: lowest compared OMol25 entry of this formula, charge and spin): 0.835 eV
- SMILES: C=CCC(C)=O
- Charge: 0
- E_HOMO: -0.345 hartree
- HOMO-LUMO gap: 10.37 eV
- LUMO level: 0.98 eV
- 2S+1: 1

Atoms and positions in Å:
1 C -0.64667 -1.76189 1.26406
2 C -0.93677 -0.61352 0.66093
3 C -0.57422 -0.31850 -0.77524
4 C 0.82306 0.29391 -0.80769
5 C 0.94584 1.71418 -0.30068
6 O 1.78042 -0.34473 -1.18492
7 H -0.16748 -2.57684 0.72495
8 H -0.86879 -1.92626 2.31449
9 H -1.40403 0.19210 1.22733
10 H -0.54764 -1.23801 -1.36641
11 H -1.29991 0.37188 -1.22352
12 H 1.99789 1.99645 -0.23586
13 H 0.42478 2.39831 -0.98091
14 H 0.47352 1.81293 0.68347

Atoms 1-3, force components in eV/Å:
C -0.1 0.1 -0.1
C 0.0 -0.1 0.2
C 0.0 -0.1 -0.1

Formula: C8H11NOS
Source: OMol25
Level of theory: ωB97M-V with the def2-TZVPD basis set

- Relative energy (zero: lowest compared OMol25 entry of this formula, charge and spin): 2.047 eV
- SMILES: CC1(C)CCc2oc(=S)[nH]c21
- Charge: 0
- E_HOMO: -0.280 hartree
- HOMO-LUMO gap: 8.18 eV
- LUMO level: 0.56 eV
- 2S+1: 1

Atoms and positions in Å:
1 C 1.18725 1.32604 -1.05308
2 C 0.78096 0.24882 0.10187
3 C 1.33699 0.80667 1.38106
4 C 1.10299 -1.13083 -0.40281
5 C -0.14292 -2.09933 -0.10681
6 C -1.16429 -1.11825 0.05496
7 O -2.49964 -1.15002 0.06334
8 C -2.89943 0.18851 0.04011
9 S -4.40470 0.71293 0.10944
10 N -1.85347 1.00363 0.25484
11 C -0.70990 0.20429 0.01740
12 H 0.32183 1.45113 -1.68949
13 H 2.05189 0.81675 -1.61930
14 H 1.42019 2.33841 -0.74488
15 H 2.38300 0.60714 1.37039
16 H 0.94920 0.30972 2.22957
17 H 1.26639 1.88429 1.60530
18 H 1.94709 -1.77459 -0.02948
19 H 1.25930 -1.17334 -1.46264
20 H -0.20604 -2.76943 0.83519
21 H -0.37118 -2.63721 -0.95029
22 H -1.75550 1.95467 -0.00469

Atoms 1-3, force components in eV/Å:
C 1.2 -2.1 -0.3
C -0.6 4.3 -2.2
C 0.6 0.0 0.5

Formula: C31H84O13
Source: OMol25
Level of theory: ωB97M-V with the def2-TZVPD basis set

- Relative energy (zero: lowest compared OMol25 entry of this formula, charge and spin): 17.480 eV
- Charge: 0
- E_HOMO: -0.346 hartree
- HOMO-LUMO gap: 9.64 eV
- LUMO level: 0.24 eV
- 2S+1: 1

Atoms and positions in Å:
1 C -24.22238 -36.42581 -7.70619
2 C -25.29869 -37.20106 -7.12262
3 O -25.14992 -37.21819 -5.79291
4 O -24.36167 -36.57158 -9.11554
5 H -23.33277 -36.78084 -7.22586
6 H -24.36938 -35.37920 -7.43567
7 H -25.27219 -38.24208 -7.52124
8 H -26.27392 -36.87433 -7.26604
9 H -25.69033 -37.80080 -5.32668
10 H -23.84577 -37.47960 -9.31580
11 C -23.05102 -35.60573 -12.74008
12 C -24.32129 -35.96691 -13.49416
13 O -25.24126 -34.93582 -13.27052
14 O -22.10520 -36.60632 -12.98498
15 H -23.40788 -35.45056 -11.72948
16 H -22.41521 -34.58806 -13.07720
17 H -24.62985 -37.02770 -13.04970
18 H -24.34842 -36.12619 -14.61144
19 H -25.13827 -34.66694 -12.24125
20 H -21.82191 -36.36143 -13.86570
21 C -24.29063 -33.55824 -16.66820
22 C -23.26103 -33.25645 -17.78482
23 C -22.27683 -32.11378 -17.44096
24 O -22.47084 -34.40609 -17.84368
25 H -23.76379 -33.43888 -15.76154
26 H -24.66631 -34.54314 -16.84110
27 H -25.17999 -32.83563 -16.57780
28 H -23.54924 -33.22415 -18.80493
29 H -22.53411 -31.03663 -17.77952
30 H -21.55298 -32.34012 -18.09326
31 H -21.79887 -32.32492 -16.39420
32 H -22.46432 -34.77778 -18.56205
33 C -25.35137 -38.28066 -16.46836
34 C -24.56429 -39.45492 -16.41070
35 C -23.48661 -39.41425 -15.35298
36 O -25.26661 -40.64453 -16.12432
37 H -26.29603 -38.37093 -17.05450
38 H -25.02167 -37.52657 -17.26175
39 H -25.90002 -37.87338 -15.54785
40 H -24.03669 -39.75716 -17.21721
41 H -23.01182 -40.31064 -15.50248
42 H -23.89196 -39.18393 -14.22837
43 H -22.98349 -38.42384 -15.41402
44 H -25.68250 -40.86094 -16.83331
45 C -20.14312 -33.54776 -11.18764
46 C -19.91268 -34.79282 -10.27989
47 C -21.08587 -34.79483 -9.30871
48 O -20.06230 -35.96265 -11.10546
49 H -19.31570 -33.47838 -11.81016
50 H -20.26165 -32.61324 -10.66744
51 H -21.07921 -33.56037 -11.74201
52 H -18.85669 -34.79994 -9.84841
53 H -21.06518 -35.67703 -8.53816
54 H -21.95438 -35.03102 -9.66166
55 H -21.23272 -34.10996 -8.49376
56 H -20.96228 -36.13008 -11.64124
57 C -21.38335 -38.95247 -8.72744
58 C -21.56912 -39.07460 -10.28977
59 C -21.98162 -40.46910 -10.91341
60 O -22.52473 -37.95073 -10.38872
61 H -21.13226 -37.87164 -8.33146
62 H -20.79191 -39.58502 -8.48982
63 H -22.41889 -39.32818 -8.32009
64 H -20.65626 -38.65006 -10.70510
65 H -21.32187 -41.18461 -10.80989
66 H -21.94722 -40.01602 -11.95923
67 H -22.80852 -40.78385 -10.45750
68 H -22.30073 -37.86137 -11.26506
69 C -26.11932 -39.53707 -10.85215
70 C -26.90192 -38.24998 -11.24595
71 C -27.42672 -38.13460 -12.72518
72 O -28.09218 -38.32444 -10.39812
73 H -26.61042 -40.37024 -10.96962
74 H -25.87413 -39.78981 -9.84609
75 H -25.19967 -39.64436 -11.34944
76 H -26.12574 -37.39048 -11.12671
77 H -28.11289 -39.01599 -13.00571
78 H -26.57036 -38.30581 -13.33150
79 H -27.81357 -37.23960 -13.12604
80 H -28.38940 -39.23493 -10.60658
81 C -24.41501 -32.45994 -10.87581
82 C -25.06169 -33.29572 -9.94436
83 C -26.46100 -32.69733 -9.27593
84 O -25.59978 -34.50766 -10.57980
85 H -24.95688 -32.27957 -11.78320
86 H -23.45142 -32.84384 -11.32862
87 H -24.27774 -31.41678 -10.45159
88 H -24.53536 -33.29753 -8.97063
89 H -26.69814 -33.40661 -8.63609
90 H -27.29246 -32.78931 -10.33951
91 H -26.51828 -31.73736 -8.72946
92 H -25.23509 -35.41824 -10.23649
93 C -30.06794 -35.27140 -16.50959
94 C -29.24271 -35.50553 -15.40720
95 C -28.62219 -34.17802 -14.86815
96 O -30.04240 -36.11425 -14.33836
97 H -30.78285 -34.50370 -16.34611
98 H -30.56412 -35.97076 -17.01117
99 H -29.47219 -34.79666 -17.07779
100 H -28.23453 -35.95533 -15.50204
101 H -27.99355 -34.38300 -14.14505
102 H -29.34582 -33.47342 -14.59954
103 H -27.92860 -33.84024 -15.50568
104 H -29.73789 -36.93539 -14.00103
105 C -19.24380 -35.57889 -14.87154
106 C -20.09291 -36.03001 -16.07875
107 C -19.96743 -37.40705 -16.71160
108 O -21.45878 -35.75519 -15.62304
109 H -19.56489 -36.36100 -14.22238
110 H -19.39849 -34.62516 -14.41539
111 H -18.27042 -35.65101 -15.08868
112 H -19.87426 -35.34869 -16.91596
113 H -20.14991 -38.27738 -16.00134
114 H -19.00888 -37.63662 -17.17924
115 H -20.61642 -37.48646 -17.51974
116 H -21.97518 -35.36753 -16.33506
117 C -21.52827 -31.15772 -13.67698
118 C -22.33445 -29.84827 -13.67001
119 C -23.62406 -29.93961 -14.49337
120 O -22.73624 -29.63404 -12.35545
121 H -20.90536 -31.09732 -14.58773
122 H -22.08477 -31.99650 -13.77232
123 H -20.75805 -31.03490 -12.72494
124 H -21.66927 -29.18339 -13.98827
125 H -23.59854 -30.11842 -15.67587
126 H -24.08909 -28.83282 -14.45389
127 H -24.44771 -30.64057 -13.92010
128 H -22.04983 -29.61233 -11.71477

Atoms 1-3, force components in eV/Å:
C -1.0 1.4 -0.8
C -1.1 -2.9 -0.7
O 2.7 1.5 3.2

Formula: C3H5NOS
Source: OMol25
Level of theory: ωB97M-V with the def2-TZVPD basis set

- Relative energy (zero: lowest compared OMol25 entry of this formula, charge and spin): 3.275 eV
- ⟨S²⟩: 2.038
- Charge: 0
- E_HOMO (spin up / spin down): -0.203 / -0.344 hartree
- HOMO-LUMO gap (spin up / spin down): 5.96 / 7.94 eV
- LUMO level (spin up / spin down): 0.44 / -1.42 eV
- 2S+1: 3

Atoms and positions in Å:
1 C -1.23499 0.00853 0.39222
2 C -0.34676 2.18908 -0.29557
3 C -0.14388 -0.98823 0.19400
4 N -0.99384 1.23583 0.08193
5 O 2.30264 0.24850 0.66692
6 S 1.45709 -0.21939 -0.46609
7 H -1.96064 -0.30967 1.13531
8 H -0.49395 2.53598 -1.23204
9 H -0.18101 -1.58665 1.06984
10 H -0.42427 -1.68278 -0.59021
11 H 2.01961 -1.43120 -0.95633

Atoms 1-3, force components in eV/Å:
C 2.9 1.2 0.2
C 2.9 1.5 -0.6
C 0.2 -0.3 -1.4

Formula: C5H5N
Source: OMol25
Level of theory: ωB97M-V with the def2-TZVPD basis set

- Relative energy (zero: lowest compared OMol25 entry of this formula, charge and spin): 8.677 eV
- Charge: 0
- E_HOMO (spin up / spin down): -0.323 / -0.324 hartree
- HOMO-LUMO gap (spin up / spin down): 7.89 / 7.89 eV
- LUMO level (spin up / spin down): -0.92 / -0.92 eV
- 2S+1: 1

Atoms and positions in Å:
1 C 0.97042 1.68753 0.41195
2 C 0.34113 0.59197 0.27138
3 C 0.01635 -1.27153 -1.10956
4 C -0.23660 1.45810 1.42407
5 C -0.30203 -1.37700 -2.51699
6 N -0.14906 -2.44327 -1.34158
7 H 1.70120 2.41623 0.18415
8 H 0.08460 1.38705 2.56311
9 H -1.08594 2.07069 1.28952
10 H -1.35802 -1.25008 -2.74766
11 H 0.37936 -1.35289 -3.29296

Atoms 1-3, force components in eV/Å:
C -0.6 -0.1 0.3
C -1.5 -2.2 0.1
C 0.8 4.5 1.2

no.,total energy (Ha)
1,-270.527196
2,-839.539618
3,-2208.948976
4,-645.222642
5,-247.956149